{"formula": "C50H114B3F6HgN11O30PbS2", "method": "ωB97M-V/def2-TZVPD", "elements": ["Hg", "Pb", "O", "C", "O", "B", "O", "C", "O", "O", "C", "O", "C", "O", "O", "O", "C", "O", "B", "O", "C", "O", "O", "C", "O", "C", "O", "O", "C", "F", "F", "F", "S", "O", "O", "N", "S", "O", "O", "C", "F", "F", "F", "B", "H", "H", "H", "H", "C", "C", "C", "O", "C", "N", "H", "H", "H", "H", "H", "H", "H", "H", "H", "H", "H", "C", "C", "C", "O", "C", "N", "H", "H", "H", "H", "H", "H", "H", "H", "H", "H", "H", "C", "C", "C", "O", "C", "N", "H", "H", "H", "H", "H", "H", "H", "H", "H", "H", "H", "C", "C", "C", "O", "C", "N", "H", "H", "H", "H", "H", "H", "H", "H", "H", "H", "H", "C", "C", "C", "O", "C", "N", "H", "H", "H", "H", "H", "H", "H", "H", "H", "H", "H", "C", "C", "C", "O", "C", "N", "H", "H", "H", "H", "H", "H", "H", "H", "H", "H", "H", "C", "C", "C", "O", "C", "N", "H", "H", "H", "H", "H", "H", "H", "H", "H", "H", "H", "C", "C", "C", "O", "C", "N", "H", "H", "H", "H", "H", "H", "H", "H", "H", "H", "H", "C", "C", "C", "O", "C", "N", "H", "H", "H", "H", "H", "H", "H", "H", "H", "H", "H", "C", "C", "C", "O", "C", "N", "H", "H", "H", "H", "H", "H", "H", "H", "H", "H", "H"], "xyz": [[-1.563, 2.914, -13.073], [6.840, 10.300, -15.141], [2.626, 1.276, -10.975], [2.762, 2.450, -11.436], [3.787, 3.269, -11.259], [3.661, 4.425, -12.162], [2.238, 4.295, -12.693], [1.728, 3.142, -12.266], [0.649, 2.699, -12.596], [4.671, 4.435, -13.270], [5.283, 5.633, -13.293], [6.176, 6.015, -14.068], [4.714, 6.476, -12.160], [3.856, 5.719, -11.483], [4.990, 7.650, -11.960], [-1.006, 7.002, -12.423], [-0.160, 6.978, -13.286], [0.688, 7.979, -13.544], [1.559, 7.585, -14.701], [1.231, 6.170, -15.030], [0.159, 5.827, -14.276], [-0.472, 4.784, -14.320], [1.406, 8.445, -15.887], [2.639, 8.857, -16.329], [2.972, 9.440, -17.378], [3.665, 8.403, -15.265], [2.996, 7.723, -14.327], [4.829, 8.662, -15.342], [-4.990, 0.677, -13.715], [-3.939, -0.209, -13.735], [-5.193, 1.213, -14.851], [-6.126, 0.099, -13.319], [-4.588, 2.013, -12.361], [-5.800, 2.321, -11.605], [-3.488, 1.491, -11.540], [-3.733, 3.269, -13.286], [-4.840, 4.328, -13.405], [-6.100, 3.850, -13.945], [-4.946, 5.170, -12.171], [-4.155, 5.478, -14.857], [-3.095, 6.068, -14.362], [-3.871, 4.692, -15.931], [-5.024, 6.437, -15.140], [-1.529, 3.861, -10.814], [-1.022, 4.361, -10.004], [-1.277, 4.390, -11.720], [-1.328, 2.810, -10.947], [-2.571, 3.955, -10.547], [7.250, 7.282, -17.149], [8.389, 7.629, -16.082], [9.398, 8.696, -16.514], [8.658, 9.952, -16.818], [9.418, 10.983, -17.628], [7.847, 8.016, -14.810], [7.531, 6.471, -17.821], [6.987, 8.189, -17.693], [6.298, 6.966, -16.721], [8.929, 6.715, -15.832], [9.836, 8.337, -17.445], [10.249, 8.892, -15.861], [10.329, 11.293, -17.115], [8.803, 11.866, -17.799], [9.640, 10.592, -18.621], [8.630, 7.830, -14.200], [7.225, 7.272, -14.530], [-6.404, 10.908, -15.695], [-5.197, 11.204, -16.582], [-4.169, 10.170, -16.391], [-3.696, 10.176, -15.083], [-2.435, 9.419, -14.991], [-5.642, 11.424, -17.923], [-7.216, 11.634, -15.652], [-6.057, 10.767, -14.671], [-6.760, 9.884, -15.810], [-4.824, 12.185, -16.288], [-3.375, 10.448, -17.085], [-4.481, 9.155, -16.635], [-2.162, 9.161, -13.968], [-1.561, 9.947, -15.371], [-2.454, 8.477, -15.539], [-4.923, 11.965, -18.381], [-5.687, 10.509, -18.348], [2.236, 9.930, -10.772], [2.190, 10.833, -12.067], [0.741, 11.345, -12.404], [0.584, 12.318, -13.457], [0.876, 11.889, -14.748], [3.116, 11.948, -11.837], [1.429, 9.200, -10.723], [2.256, 10.596, -9.909], [3.155, 9.345, -10.741], [2.582, 10.364, -12.969], [0.271, 11.762, -11.513], [0.171, 10.447, -12.641], [0.000, 11.513, -15.276], [1.678, 11.152, -14.797], [1.162, 12.788, -15.294], [2.699, 12.476, -11.083], [3.020, 12.581, -12.618], [-1.718, 8.983, -10.062], [-2.120, 7.777, -9.271], [-3.199, 7.998, -8.176], [-3.626, 6.826, -7.550], [-4.758, 7.054, -6.727], [-2.567, 6.726, -10.125], [-1.396, 9.726, -9.332], [-2.507, 9.356, -10.715], [-0.824, 8.832, -10.667], [-1.184, 7.462, -8.809], [-4.079, 8.407, -8.673], [-2.696, 8.598, -7.417], [-4.677, 7.875, -6.014], [-4.965, 6.084, -6.275], [-5.674, 7.146, -7.310], [-1.928, 6.700, -10.906], [-3.513, 6.946, -10.404], [-1.016, 7.629, -18.243], [-0.466, 7.652, -19.636], [1.107, 7.728, -19.718], [1.706, 7.824, -20.985], [1.411, 9.077, -21.685], [-0.871, 6.434, -20.282], [-0.701, 6.759, -17.666], [-2.090, 7.812, -18.208], [-0.625, 8.498, -17.716], [-0.844, 8.539, -20.144], [1.474, 6.779, -19.327], [1.508, 8.525, -19.092], [1.924, 9.944, -21.269], [0.332, 9.227, -21.740], [1.729, 9.057, -22.727], [-0.243, 6.150, -21.019], [-0.708, 5.742, -19.564], [4.770, 8.711, -20.569], [6.255, 8.483, -20.934], [6.318, 8.477, -22.504], [5.716, 7.328, -23.035], [4.831, 7.562, -24.148], [7.216, 9.353, -20.251], [4.456, 9.602, -21.113], [4.645, 8.871, -19.498], [4.122, 7.897, -20.894], [6.510, 7.489, -20.567], [7.363, 8.509, -22.811], [5.912, 9.391, -22.938], [4.523, 6.646, -24.653], [5.285, 8.187, -24.917], [3.941, 8.162, -23.956], [8.142, 8.953, -20.284], [7.396, 10.112, -20.893], [-1.075, -0.129, -16.486], [-1.431, 0.689, -15.226], [-1.077, -0.177, -14.045], [-1.250, 0.607, -12.857], [-0.669, -0.011, -11.719], [-0.654, 1.926, -15.209], [-0.073, -0.559, -16.489], [-1.452, 0.483, -17.305], [-1.766, -0.971, -16.521], [-2.497, 0.905, -15.168], [-0.058, -0.552, -14.145], [-1.726, -1.043, -13.925], [-0.667, -1.079, -11.499], [-1.180, 0.508, -10.908], [0.407, 0.158, -11.697], [0.270, 1.625, -15.484], [-0.893, 2.492, -16.011], [-2.508, 14.194, -17.148], [-2.290, 13.706, -18.608], [-1.447, 12.423, -18.647], [-0.089, 12.585, -18.131], [0.682, 11.427, -18.385], [-3.671, 13.512, -19.055], [-1.545, 14.438, -16.698], [-3.090, 13.614, -16.431], [-3.010, 15.156, -17.259], [-1.739, 14.458, -19.172], [-1.471, 12.276, -19.727], [-1.904, 11.603, -18.093], [1.706, 11.629, -18.069], [0.747, 11.096, -19.421], [0.363, 10.555, -17.813], [-3.632, 13.469, -20.064], [-4.347, 14.258, -18.969], [5.009, 12.095, -19.194], [5.604, 11.764, -17.792], [4.780, 12.526, -16.739], [5.295, 12.278, -15.415], [4.796, 13.191, -14.434], [5.687, 10.385, -17.661], [5.156, 13.166, -19.331], [3.945, 11.876, -19.108], [5.415, 11.544, -20.043], [6.587, 12.233, -17.760], [3.735, 12.222, -16.679], [4.913, 13.588, -16.946], [4.929, 14.202, -14.817], [5.307, 13.023, -13.485], [3.730, 12.987, -14.336], [6.252, 10.096, -18.447], [4.731, 10.071, -17.745], [6.067, 10.792, -10.472], [6.664, 10.925, -11.848], [7.886, 10.183, -12.071], [8.435, 10.542, -13.336], [9.850, 10.434, -13.354], [5.609, 10.434, -12.767], [5.310, 11.566, -10.344], [6.803, 10.927, -9.680], [5.637, 9.815, -10.252], [6.847, 11.982, -12.039], [7.695, 9.119, -11.937], [8.587, 10.434, -11.274], [10.219, 9.444, -13.086], [10.322, 11.142, -12.673], [10.226, 10.654, -14.353], [4.777, 10.863, -12.390], [5.398, 9.476, -12.526]], "lowdin_charge": [1.176, 1.663, 0.108, -0.305, 0.244, -0.785, 0.222, -0.326, 0.045, 0.242, -0.290, 0.081, -0.343, 0.260, 0.102, 0.145, -0.325, 0.202, -0.855, 0.221, -0.309, 0.063, 0.208, -0.254, 0.074, -0.337, 0.235, 0.023, -0.643, 0.101, 0.196, 0.147, 0.748, -0.260, -0.332, -0.374, 0.570, -0.314, -0.296, -0.632, 0.134, 0.103, 0.150, -0.440, -0.019, -0.074, -0.072, -0.038, 0.001, -0.379, -0.142, -0.394, -0.014, -0.019, 0.084, 0.037, 0.070, 0.147, 0.126, 0.116, 0.086, 0.075, 0.082, 0.101, 0.030, -0.055, -0.479, -0.261, -0.145, -0.046, 0.049, 0.077, 0.070, 0.079, 0.126, 0.100, 0.133, 0.083, 0.062, 0.070, 0.015, 0.073, -0.005, -0.375, -0.146, -0.167, -0.115, 0.030, 0.069, 0.080, 0.055, 0.109, 0.131, 0.109, 0.076, 0.075, 0.090, 0.088, 0.042, -0.083, -0.450, -0.213, -0.171, -0.118, 0.071, 0.070, 0.086, 0.040, 0.137, 0.126, 0.120, 0.082, 0.086, 0.081, 0.025, 0.083, -0.057, -0.442, -0.198, -0.202, -0.069, 0.043, 0.089, 0.087, 0.052, 0.120, 0.132, 0.093, 0.069, 0.079, 0.075, 0.068, 0.065, -0.038, -0.382, -0.218, -0.163, -0.082, 0.041, 0.071, 0.058, 0.080, 0.134, 0.115, 0.119, 0.091, 0.080, 0.072, 0.076, 0.073, -0.046, -0.429, -0.192, -0.300, -0.081, 0.047, 0.087, 0.083, 0.081, 0.121, 0.135, 0.130, 0.097, 0.091, 0.075, 0.098, 0.090, -0.053, -0.400, -0.160, -0.174, -0.120, 0.026, 0.070, 0.071, 0.070, 0.134, 0.120, 0.110, 0.061, 0.076, 0.067, 0.077, 0.089, -0.019, -0.463, -0.148, -0.384, -0.060, 0.009, 0.082, 0.075, 0.063, 0.120, 0.125, 0.134, 0.100, 0.080, 0.076, 0.037, 0.044, -0.039, -0.430, -0.214, -0.365, -0.079, 0.025, 0.078, 0.085, 0.087, 0.146, 0.147, 0.140, 0.100, 0.103, 0.082, 0.030, 0.039], "e_homo_ev": -6.421, "homo_lumo_gap_ev": 5.40, "largest_force_ha_per_bohr": 0.135, "lumo_energy_ha": -0.038}